DFT (ωB97M-V/def2-TZVPD) results for a molecular structure, C23H39N3O3S in a non-equilibrium geometry.

Net charge   0
Relative energy (zero: lowest compared OMol25 entry of this formula, charge and spin)   24.5337 eV
LUMO energy   0.24 eV

Geometry (Å):
H: 3.94 1.87 -0.93
C: 0.03 -2.31 -2.39
C: -3.88 -1.51 0.73
C: -1.19 1.87 4.26
C: -5.37 -3.29 1.53
H: -0.44 -4.26 -2.83
H: -0.80 -1.13 2.95
N: -2.11 0.24 2.06
H: -2.85 -3.21 1.58
C: -1.75 2.59 3.05
C: 2.77 2.92 -2.33
H: -0.61 2.50 4.63
H: -0.89 2.57 2.39
H: -2.20 -0.62 3.90
H: -5.24 -4.23 2.40
H: -0.14 -0.04 4.94
H: 4.67 1.98 -2.57
C: 0.82 -1.16 -4.48
N: 0.82 0.88 1.86
O: 1.69 1.23 4.07
H: 0.19 0.54 1.45
H: 3.66 -0.38 -2.01
H: 3.00 0.23 -3.42
H: -4.13 -1.80 -0.30
C: 3.57 1.69 -1.95
H: 3.82 4.37 -1.03
C: -1.46 -0.39 3.26
C: -0.60 0.73 3.95
N: 2.02 0.22 -1.48
H: -0.33 -2.46 -1.45
H: 1.11 -2.44 -6.22
H: -4.59 -0.49 0.92
H: 2.93 1.64 2.03
H: -5.13 -3.66 0.80
H: -6.07 -2.73 1.95
H: 2.27 -1.63 -0.87
H: 2.86 4.90 -2.42
C: 3.15 0.40 -2.27
H: -2.06 1.68 5.09
C: 0.84 1.17 3.41
H: 2.72 2.89 -3.45
H: 1.34 -0.45 -4.70
C: 2.03 0.95 1.18
C: 0.54 -1.20 -3.25
H: 2.66 -0.88 1.67
C: 0.78 -2.33 -5.20
H: 3.76 0.05 0.54
O: -2.24 0.38 -0.50
H: 1.95 2.88 -1.85
H: 4.64 4.32 -2.75
H: -0.31 0.37 -1.63
H: 0.41 -4.47 -5.19
S: -2.15 -0.74 0.68
C: 1.80 -0.64 -0.52
H: -3.70 -2.12 2.85
H: 0.62 0.96 -2.93
C: 0.47 0.17 -2.39
H: -3.16 1.64 1.23
H: 1.88 1.80 0.33
C: 2.69 -0.14 0.78
C: 3.55 4.18 -2.09
H: -3.74 1.37 2.80
C: 0.17 -3.46 -4.50
H: -2.46 3.36 3.11
C: -2.63 1.44 2.26
H: 0.89 -0.84 0.08
C: -3.75 -2.68 1.78
O: -1.10 -1.83 0.59
C: 0.00 -3.47 -3.15

***

DFT (ωB97M-V/def2-TZVPD) results for a molecular structure, C46H35F2N4P2ReS2 in a non-equilibrium geometry.

Net charge   +1
Relative energy (zero: lowest compared OMol25 entry of this formula, charge and spin)   0.1926 eV
2S+1   4
LUMO energy (alpha / beta)   -2.68 / -3.60 eV

Geometry (Å):
H: 3.85 1.19 -3.97
H: -0.81 -2.17 1.26
H: 3.21 1.69 5.02
C: -0.10 3.72 2.02
H: 0.09 -1.25 4.97
H: -4.62 -0.25 1.43
C: 3.41 -0.68 -3.41
N: 3.11 0.66 -3.55
C: -0.32 5.09 2.04
F: -2.58 -3.16 -4.74
C: -1.83 -3.23 -3.64
P: 0.74 1.35 0.81
C: -1.01 -4.49 -1.82
H: -1.42 3.20 -3.72
F: -0.98 -5.66 -1.16
S: 2.48 1.09 -0.20
H: 2.72 -1.22 1.09
C: -4.51 -2.20 2.32
H: -0.22 6.93 0.94
C: 0.65 -0.46 4.48
C: -3.71 -3.30 2.59
H: 1.93 -0.10 6.16
H: 5.16 -0.45 -4.63
H: -2.42 0.92 3.03
C: 2.41 1.19 4.51
C: -0.31 -2.20 -2.11
P: -2.08 0.25 0.18
C: -3.49 3.99 0.94
N: 1.32 -2.26 -0.02
N: 2.64 -1.49 -2.67
C: -2.61 1.75 1.06
Re: 0.99 -0.69 -1.41
C: 0.38 3.12 0.86
C: 2.09 1.55 3.21
H: 5.79 -2.84 -4.45
H: 2.33 -3.43 -2.02
H: 1.02 3.42 -1.17
C: 0.61 -3.41 -0.19
C: -2.38 -3.29 2.21
H: 2.79 3.02 -4.52
N: 0.81 0.81 -2.95
H: -0.46 -0.62 2.64
C: 2.33 -3.14 1.95
H: -2.94 2.81 -0.77
H: -2.36 -5.29 -3.28
H: 2.66 2.32 2.70
C: -3.00 2.86 0.31
C: 4.91 -2.47 -3.94
C: -2.71 1.78 2.45
C: 1.68 0.18 5.14
C: 0.63 3.89 -0.27
H: -4.13 -4.17 3.09
C: 1.59 -4.31 1.81
C: -2.64 -1.09 1.28
C: -1.80 -4.43 -2.95
C: 4.09 -3.32 -3.21
H: -1.23 0.99 -2.66
C: 4.57 -1.14 -4.05
C: -0.46 2.71 -3.66
H: -4.02 4.89 2.82
H: 4.32 -4.37 -3.10
C: -3.99 -1.10 1.67
C: 1.88 2.61 -4.11
C: 1.05 0.90 2.54
C: 2.99 -2.79 -2.60
H: 0.68 4.30 -4.60
C: -3.61 4.01 2.33
H: -1.19 -1.22 -3.82
C: 0.73 -4.44 0.73
C: -0.35 1.48 -3.08
H: -3.80 4.84 0.36
C: -1.10 -2.13 -3.24
H: 1.68 -5.11 2.53
C: -1.85 -2.19 1.56
C: 1.90 1.34 -3.52
S: -3.13 0.00 -1.48
H: -1.75 -4.15 2.42
H: 3.01 -2.99 2.78
H: 0.61 5.86 -1.12
C: -0.26 -3.41 -1.37
H: -0.29 3.12 2.90
C: 0.41 5.26 -0.25
H: -0.68 5.56 2.95
C: 2.16 -2.15 1.01
H: -3.31 2.93 4.16
H: 0.15 -5.34 0.62
C: -3.21 2.92 3.08
C: 0.34 -0.11 3.17
C: -0.32 0.26 -0.07
C: -0.06 5.86 0.92
C: 0.70 3.31 -4.16
H: -5.56 -2.21 2.60

***

DFT (ωB97M-V/def2-TZVPD) results for a molecular structure, C4H7INO in a non-equilibrium geometry.

Net charge   +1
Relative energy (zero: lowest compared OMol25 entry of this formula, charge and spin)   2.1511 eV
LUMO energy   -4.54 eV

Geometry (Å):
N: 0.20 0.21 -1.29
H: -1.74 -0.44 0.68
O: 2.87 -1.56 0.66
H: 1.03 0.14 2.06
I: 2.67 -1.77 -2.32
H: -0.75 0.05 -1.61
C: 0.43 -0.50 -0.01
H: 0.48 1.25 -1.09
H: 0.05 1.50 1.08
C: 0.33 0.40 1.30
C: 2.15 -1.34 -0.22
C: -0.66 -0.69 0.98
H: 1.00 -0.17 -2.08
H: -0.72 -1.57 1.62